DFT (ωB97M-V/def2-TZVPD) results for a single C21H32N4O4S2 molecule at a distorted geometry.

## Properties
SMILES   CCN(CC)S(=O)(=O)c1ccc2c(c1)nc(S[C@@H](C)C(=O)NC[C@@H]1CCCO1)n2CC
Highest occupied orbital energy   -8.652 eV
Lowest unoccupied orbital energy   0.460 eV
Energy relative to the best compared isomer or geometry (same formula, charge and spin)   5.25 kcal per mole
Spin multiplicity   1
HOMO-LUMO gap   9.11 eV
Net charge   0

Structure (XYZ):
```
63
Properties=species:S:1:pos:R:3:forces:R:3
S 3.423652 2.665712 0.025198 0.47 0.18 -0.16
S -4.116820 0.643478 0.531139 0.40 -0.01 -0.24
O -5.190068 1.212108 -0.240116 0.18 0.01 -0.12
O 1.087478 -3.804292 -0.770704 -0.18 0.08 -0.10
O -4.311371 0.486843 1.942540 0.13 -0.25 0.14
O 4.895868 -0.691272 -0.495104 0.43 -0.17 -0.10
N 0.902671 3.503844 -0.439775 0.05 -0.35 0.06
N 2.654079 -0.506535 -0.236036 -0.35 -0.27 0.07
N 1.016556 1.515424 0.577358 0.22 0.17 0.13
N -3.610570 -0.824789 -0.078096 -0.28 0.98 0.53
C -1.442245 1.076235 0.639257 0.29 0.23 0.02
C 1.596911 -2.709060 -0.030287 0.20 0.49 0.02
C -0.394280 3.076671 -0.277163 -0.41 -0.60 0.26
C -2.743318 2.860896 -0.377934 -0.19 0.08 -0.07
C 2.284401 -1.693608 -0.962185 -0.17 -0.39 -0.12
C 1.999725 -4.877021 -0.648450 0.22 -0.26 0.10
C -2.643114 1.621102 0.243060 -0.52 -0.38 0.01
C 2.580423 -3.279862 1.013907 -0.11 0.01 -0.03
C -1.616677 3.618143 -0.643286 0.08 0.08 0.00
C 4.085621 1.141449 0.810339 -0.22 0.14 -0.03
C -4.078581 -2.006321 0.616098 -0.35 -0.20 0.46
C 1.412066 5.842060 0.077962 -0.01 -0.13 -0.18
C 3.920355 -0.114872 -0.057126 -0.02 0.33 0.15
C -2.050107 -1.192035 -1.940278 -0.31 0.02 0.04
C 1.338762 4.758967 -0.994122 0.13 0.52 0.06
C 2.516528 -4.793676 0.787775 -0.17 0.03 -0.20
C -0.301982 1.816211 0.363524 -0.37 0.63 -0.27
C 1.695267 2.525445 0.088682 -0.13 -0.47 0.24
C -3.482832 -0.870511 -1.518877 0.41 0.12 -0.54
C 3.568318 0.958836 2.227539 0.01 -0.02 0.11
C -5.574156 -2.257695 0.444163 0.26 0.01 -0.01
H 1.457273 -5.796265 -0.870656 0.08 0.02 -0.03
H 2.324455 4.606744 -1.442437 -0.18 0.02 -0.10
H 2.131709 5.562734 0.843383 0.06 0.00 0.09
H -1.407225 0.115534 1.123336 0.11 -0.18 0.05
H 1.724762 6.781840 -0.367320 0.03 0.14 -0.01
H -3.493057 -2.859517 0.262177 0.06 0.11 0.04
H -6.123669 -1.385985 0.791012 -0.14 -0.01 0.05
H 3.480427 -5.280842 0.910296 0.04 -0.05 0.05
H -1.369750 -0.424235 -1.580542 0.08 0.06 0.00
H 3.583967 -2.901139 0.821238 0.04 0.05 0.04
H -5.875946 -3.124381 1.026701 -0.08 -0.09 0.03
H -1.987325 -1.238377 -3.024380 0.08 -0.04 -0.13
H 3.191920 -2.124646 -1.391337 -0.12 0.01 -0.02
H -3.861533 -1.838183 1.672426 0.04 -0.27 -0.04
H 2.296548 -3.004709 2.027489 0.06 0.02 0.03
H 0.439641 5.980279 0.545102 -0.07 0.04 0.05
H 3.820321 1.826726 2.833891 0.01 0.03 0.04
H 1.592773 -1.436059 -1.771319 0.08 -0.04 0.01
H 0.633386 5.044922 -1.778411 0.14 -0.09 -0.02
H 2.489727 0.825752 2.235521 0.07 -0.02 0.08
H 0.735202 -2.217767 0.438749 0.07 -0.03 0.00
H -1.691807 4.580866 -1.123971 -0.06 0.10 -0.06
H -1.734881 -2.149395 -1.533018 0.09 -0.14 0.02
H 1.796780 -5.252222 1.466139 0.02 -0.05 0.00
H 2.825313 -4.763124 -1.364948 -0.04 -0.05 0.03
H 1.901056 0.053484 0.172163 0.26 -0.05 -0.03
H -5.826614 -2.434708 -0.599037 -0.08 -0.03 -0.08
H -4.168535 -1.611455 -1.941557 -0.08 0.13 0.06
H 5.157573 1.363813 0.827039 -0.18 -0.05 -0.11
H -3.726486 3.207266 -0.653007 -0.09 0.11 -0.09
H 4.037166 0.080157 2.666152 0.05 -0.09 0.06
H -3.775715 0.111036 -1.899877 -0.03 -0.19 -0.22
```
Forces are in eV/Å.

***

DFT (ωB97M-V/def2-TZVPD) results for an isolated ion of composition C28H39N2O3 and charge +1 at a distorted geometry.

## Properties
SMILES   CCCCCCCCCCOC(=O)Cn1c(COc2cccc(C)c2)[n+](C)c2ccccc21
Highest occupied orbital energy   -11.411 eV
Lowest unoccupied orbital energy   -3.074 eV
Energy relative to the best compared isomer or geometry (same formula, charge and spin)   4.75 kcal per mole
Spin multiplicity   1
HOMO-LUMO gap   8.34 eV
Net charge   +1

Structure (XYZ):
```
72
Properties=species:S:1:pos:R:3:forces:R:3
O -3.111001 -1.845019 1.539708 -0.34 0.27 -0.10
O -2.114009 -3.572143 0.490720 0.14 -0.24 0.08
O -0.027149 -1.115295 -2.846560 0.13 -0.02 0.08
N -2.115240 0.778638 -2.084146 -0.24 -0.66 0.33
N -3.231926 -0.856390 -1.140368 0.36 0.47 -0.33
C -0.636826 -0.308588 2.731142 -0.05 -0.28 -0.26
C -1.208097 1.541757 -2.902756 0.53 0.42 -0.54
C -1.342659 -1.550863 -2.666094 0.08 -0.34 -0.19
C 0.968920 -1.458823 -1.936545 0.24 0.06 0.06
C -4.487130 2.939810 -0.240991 0.11 0.03 -0.08
C -5.193837 1.900612 0.371127 -0.01 -0.13 0.00
C -2.460683 -2.125167 2.795703 0.54 -0.34 0.50
C 4.710168 -0.889515 -1.927799 0.04 -0.04 -0.06
C -0.481759 1.754448 1.221294 0.02 -0.13 -0.34
C -3.654940 -2.169137 -0.726039 0.16 -0.78 0.55
C 2.238292 -1.017756 -2.292331 -0.21 -0.03 0.00
C 4.575035 1.216072 1.436697 0.04 0.24 -0.30
C -3.099287 1.363098 -1.313264 -0.74 -0.27 0.61
C 5.895070 1.731887 0.877374 -0.13 -0.15 0.19
C -0.989312 0.315799 1.381246 -0.05 0.31 0.26
C 0.781573 -2.180084 -0.770687 -0.34 0.00 -0.21
C 3.339199 -1.306550 -1.502158 -0.18 0.01 0.02
C -2.204646 -0.546269 -1.949161 0.16 -0.06 -0.01
C -4.875091 0.575648 0.154466 0.06 -0.04 -0.04
C -0.969823 -1.798743 2.812451 -0.28 0.29 -0.06
C 2.051082 1.333682 1.285687 0.05 0.23 -0.44
C 3.144792 -2.029247 -0.328668 -0.02 -0.03 0.05
C -3.812386 0.319453 -0.702654 0.04 0.95 -0.19
C 1.882937 -2.457574 0.027454 0.07 0.01 -0.02
C 0.860819 1.874176 0.496407 -0.08 0.04 0.41
C -3.429103 2.694585 -1.091765 0.03 -0.08 -0.05
C -2.856766 -2.633152 0.518756 -0.31 0.10 -0.74
C 3.377865 1.759100 0.660934 -0.03 -0.30 0.44
H 2.351068 -0.465316 -3.212457 0.04 0.09 -0.14
H -0.182411 -2.561770 -0.474465 -0.12 -0.02 0.03
H -1.381769 -2.517212 -2.153176 -0.10 0.10 -0.05
H -4.713890 -2.123701 -0.464842 0.09 0.02 -0.14
H 5.996959 1.473005 -0.174130 0.06 -0.01 -0.14
H -0.533864 0.878314 -3.436855 -0.10 0.12 0.09
H -5.417223 -0.216016 0.643956 -0.06 -0.10 0.07
H 5.947907 2.814434 0.966232 0.05 0.12 -0.02
H 4.559430 0.124541 1.401786 -0.03 -0.08 0.08
H 0.431276 -0.194612 2.912060 0.04 0.08 0.08
H -3.513065 -2.897131 -1.526040 -0.03 0.13 0.14
H -6.009891 2.143737 1.032537 -0.08 0.01 0.07
H -2.604035 -3.186445 3.018964 -0.09 0.15 -0.02
H 4.489407 1.513036 2.484146 -0.04 -0.08 0.07
H -1.167038 0.225309 3.522407 0.05 0.08 0.09
H 4.680658 0.029091 -2.508739 0.05 0.08 -0.02
H 3.989729 -2.267002 0.298909 0.11 -0.02 0.08
H 2.005627 1.710827 2.309584 -0.02 -0.04 0.11
H 5.358533 -0.750690 -1.067118 0.09 0.05 0.04
H -1.780713 2.137109 -3.615124 -0.02 -0.04 0.05
H 2.009503 0.243363 1.318539 -0.01 -0.09 0.11
H -2.884733 3.498168 -1.559390 0.07 0.11 -0.06
H -4.776870 3.958414 -0.038680 -0.01 0.11 0.01
H -0.398250 2.219122 2.204727 -0.05 0.12 0.07
H -1.224475 2.330261 0.660418 -0.01 0.05 0.07
H 3.432046 2.850027 0.640003 -0.01 0.08 -0.08
H -1.753440 -1.685344 -3.678822 0.01 -0.02 0.25
H 3.422064 1.402880 -0.370663 0.02 0.04 -0.13
H -0.476708 -2.333482 1.999972 0.04 -0.09 0.05
H -0.624638 2.212020 -2.270102 -0.01 -0.07 0.01
H 0.811516 1.351640 -0.463721 -0.01 0.00 -0.13
H -0.579427 -2.195029 3.750980 -0.01 -0.12 0.01
H -2.076952 0.314760 1.280746 0.05 -0.05 -0.06
H 6.734024 1.304255 1.420554 0.15 0.01 -0.01
H 1.742597 -3.027544 0.933377 -0.02 -0.07 0.09
H -3.004983 -1.515436 3.518166 0.02 -0.09 -0.06
H 1.038426 2.932797 0.289025 0.04 0.03 -0.09
H 5.148380 -1.666782 -2.554169 0.09 -0.01 -0.04
H -0.568875 -0.302032 0.582207 -0.03 -0.08 -0.10
```
Forces are in eV/Å.

***

DFT (ωB97M-V/def2-TZVPD) results for a single C20H21FN4O5 molecule at a distorted geometry.

## Properties
SMILES   O=C(COc1ccccc1F)NNC(=O)c1ccc(N2CCCCC2)c([N+](=O)[O-])c1
Highest occupied orbital energy   -8.302 eV
Lowest unoccupied orbital energy   -0.316 eV
Energy relative to the best compared isomer or geometry (same formula, charge and spin)   34.02 kcal per mole
Spin multiplicity   1
HOMO-LUMO gap   7.99 eV
Net charge   0

Structure (XYZ):
```
51
Properties=species:S:1:pos:R:3:forces:R:3
F -4.487914 -1.496666 -1.592421 -0.11 -0.04 0.19
O -4.375190 1.742823 -1.887674 0.00 0.06 -0.32
O -2.052701 -0.478743 1.412969 0.06 -0.10 -0.01
O 3.933971 -0.741561 1.641747 0.08 -0.02 0.13
O 2.542659 -2.296644 1.126638 0.00 -0.24 -0.05
O -6.294089 -0.289333 0.393680 0.16 -0.11 0.14
N -3.883678 0.901908 0.135190 0.32 -0.29 0.62
N 2.913337 -1.140800 1.114357 0.35 -0.41 0.36
N -2.529817 1.210924 0.013908 -0.39 0.27 -0.44
N 3.854125 1.105068 -0.520481 0.13 0.13 0.02
C -4.821460 -2.110748 -0.425279 0.02 0.00 -0.11
C 6.731671 1.253757 -0.605788 -0.07 -0.05 0.23
C -5.401523 -3.451620 1.908168 -0.02 0.01 0.04
C -4.254843 -3.349349 -0.183614 -0.09 0.12 0.03
C 4.489588 2.383737 -0.745270 0.15 0.28 0.26
C 5.863641 2.385767 -0.069009 0.02 0.05 -0.29
C 4.630731 0.003561 -1.054234 0.21 -0.39 0.12
C -0.220749 0.637307 0.373411 0.50 0.00 -0.03
C -4.542197 -4.025340 0.985153 0.03 0.00 -0.06
C -5.961139 -2.215745 1.662144 0.06 0.13 -0.21
C 1.607766 1.995599 -0.422619 0.16 0.00 -0.03
C -6.112755 0.527797 -0.738575 -0.11 0.28 -0.50
C -4.710705 1.103268 -0.911781 -0.02 -0.05 0.42
C 2.053370 -0.165618 0.506776 -0.82 0.87 -0.47
C -5.684457 -1.510279 0.488886 -0.02 -0.32 0.07
C -1.648432 0.376840 0.643684 -0.38 0.11 0.06
C 0.696101 -0.341458 0.726072 -0.07 0.05 -0.04
C 6.007343 -0.072047 -0.400093 0.00 0.07 -0.19
C 2.556433 0.987380 -0.145417 -0.35 -0.23 0.08
C 0.268444 1.829056 -0.174100 -0.11 -0.32 0.16
H -0.406672 2.637373 -0.409426 -0.05 0.11 -0.03
H -4.095460 -4.987994 1.174144 0.05 -0.10 0.01
H 6.571246 -0.894120 -0.841743 0.02 -0.06 0.00
H 3.884594 3.178846 -0.311371 -0.01 -0.04 -0.09
H -6.808415 1.361433 -0.600109 0.16 -0.09 -0.06
H 6.921432 1.409172 -1.671247 0.06 0.02 -0.05
H 4.759896 0.182661 -2.133434 -0.04 -0.08 0.03
H 0.349682 -1.241901 1.212536 -0.01 -0.02 0.02
H 1.932961 2.912421 -0.886657 0.06 0.04 -0.07
H 5.884627 -0.267071 0.665186 0.06 -0.04 -0.08
H 7.692598 1.242091 -0.090626 0.06 0.02 -0.06
H 4.091532 -0.936626 -0.944587 -0.01 0.08 -0.06
H 5.723657 2.251997 1.004845 -0.03 0.07 0.06
H -6.626972 -1.751137 2.371743 -0.09 0.06 0.09
H -6.381289 0.015304 -1.670012 0.10 0.10 0.17
H 6.341995 3.351610 -0.237697 0.00 0.05 0.04
H -5.633997 -3.966638 2.826971 -0.03 -0.04 0.09
H 4.605680 2.569495 -1.822571 -0.05 0.06 0.01
H -4.052225 0.245148 0.891829 -0.03 0.14 -0.22
H -3.586913 -3.758598 -0.924812 0.07 -0.01 -0.10
H -2.335490 1.687691 -0.859388 0.03 -0.13 0.12
```
Forces are in eV/Å.

***

DFT (ωB97M-V/def2-TZVPD) results for C4H5NO as an isolated structure at a distorted geometry.

## Properties
Highest occupied orbital energy (spin up / spin down)   -6.266 / -7.424 eV
Lowest unoccupied orbital energy (spin up / spin down)   0.618 / 1.035 eV
Energy relative to the best compared isomer or geometry (same formula, charge and spin)   130.10 kcal per mole
Spin multiplicity   1
HOMO-LUMO gap (spin up / spin down)   6.88 / 8.46 eV
Net charge   0

Structure (XYZ):
```
11
Properties=species:S:1:pos:R:3:forces:R:3
O 0.260118 -1.578046 0.262161 -1.17 0.28 1.51
N 0.108528 1.213525 -0.000800 -1.05 1.05 0.95
C -0.948190 0.149776 -0.115604 0.02 0.42 0.21
C -0.738777 -0.838719 0.982632 0.15 -0.93 -0.56
C 0.167092 -0.667445 -0.850073 0.69 0.12 0.15
C 1.085006 0.411348 -0.405563 1.76 0.06 -2.35
H -1.914680 0.510694 -0.478490 0.25 -0.24 0.16
H 0.143578 -1.137657 -1.836999 0.04 0.10 0.31
H -0.494410 -0.547256 2.016301 -0.18 -0.25 -0.38
H 2.158590 0.515405 -0.254377 -0.46 -0.23 -0.03
H 0.173146 1.968376 0.680812 -0.03 -0.38 0.04
```
Forces are in eV/Å.

***

DFT (ωB97M-V/def2-TZVPD) results for C6H18FKO3 as an isolated structure.

## Properties
Highest occupied orbital energy   -9.456 eV
Lowest unoccupied orbital energy   -0.282 eV
Energy relative to the best compared isomer or geometry (same formula, charge and spin)   0.00 kcal per mole
Spin multiplicity   1
HOMO-LUMO gap   9.17 eV
Net charge   0

Structure (XYZ):
```
29
Properties=species:S:1:pos:R:3:forces:R:3
K -0.222828 -2.393121 0.699596 0.13 0.82 -0.12
F 1.097819 -0.072230 1.224063 -0.21 -0.43 -0.11
O -2.219752 -0.920027 -1.233409 0.29 -0.21 0.04
O -1.362997 0.097984 1.908366 0.61 0.22 0.71
O 2.102285 -1.275363 -0.809678 0.19 -0.06 -0.13
C 2.584338 0.443314 -2.466539 -0.10 0.60 -0.69
C -1.382179 0.875947 -2.642455 0.21 0.23 -0.18
C -1.340175 -0.505335 4.282496 -0.26 0.46 0.18
C -1.341271 0.620141 3.253689 0.09 -0.79 -0.46
C -1.390029 0.258494 -1.262492 -0.39 -0.18 -0.38
C 3.130471 -0.647037 -1.581309 -0.32 -0.23 0.47
H -0.644417 1.680449 -2.704483 -0.05 0.00 0.10
H 1.880299 1.084803 -1.932945 0.02 -0.11 0.14
H -1.772263 0.952959 -0.517394 0.31 0.09 0.16
H -1.103946 0.138455 -3.397378 -0.09 -0.04 0.03
H -0.398474 -1.050205 4.233059 -0.07 -0.21 -0.07
H 3.601244 -1.426516 -2.180769 0.06 -0.02 0.01
H -1.427322 -0.090222 5.292971 0.07 -0.02 -0.06
H -0.384665 -0.076314 -1.014110 0.02 0.14 0.25
H 3.371810 1.105171 -2.846793 0.08 -0.16 0.15
H -0.414244 1.182822 3.382393 -0.19 0.32 0.02
H -0.396085 0.169587 1.644765 -0.21 -0.19 -0.37
H 3.890473 -0.229074 -0.913416 -0.01 -0.08 0.03
H -2.202900 -1.158441 4.139991 0.14 -0.14 -0.10
H -2.214631 1.257931 3.377698 0.02 0.14 0.07
H -3.056997 -0.696790 -1.649437 -0.05 -0.05 0.07
H -2.350602 1.313832 -2.899130 -0.03 -0.10 -0.01
H 1.885777 -0.702291 -0.026911 -0.17 0.13 0.05
H 2.081260 0.061076 -3.360443 -0.11 -0.15 0.22
```
Forces are in eV/Å.

***

DFT (ωB97M-V/def2-TZVPD) results for a single CH3F2PS molecule at a distorted geometry.

## Properties
SMILES   F[PH2]=C(F)S
Highest occupied orbital energy   -8.397 eV
Lowest unoccupied orbital energy   -0.281 eV
Energy relative to the best compared isomer or geometry (same formula, charge and spin)   118.10 kcal per mole
Spin multiplicity   1
HOMO-LUMO gap   8.12 eV
Net charge   0

Structure (XYZ):
```
8
Properties=species:S:1:pos:R:3:forces:R:3
S -0.848913 -1.956782 0.050322 -0.21 -2.09 -0.99
P 0.898000 0.630866 -0.045859 -2.80 0.59 0.28
F 0.164063 1.299948 -1.273383 1.51 0.25 -1.87
F -0.891099 -0.210262 1.723429 0.15 0.66 -1.11
C -0.749783 -0.283585 0.239793 0.88 0.77 3.41
H 0.851860 1.828197 0.627187 0.29 0.08 1.24
H 2.271688 0.606976 -0.338026 0.20 -0.17 -0.78
H -1.695812 -1.915358 -0.983464 -0.02 -0.09 -0.18
```
Forces are in eV/Å.